# C30H41CuN3O3

A structure of composition C30H41CuN3O3 (the ωB97M-V functional and the def2-TZVPD basis, the OMol25 dataset).

spin multiplicity = 2
⟨S²⟩ = 0.7526
HOMO (spin up / spin down) = -11.771 / -11.771 eV
orbital gap (spin up / spin down) = 5.27 / 3.93 eV
net charge = +2
ΔE to the lowest compared entry with this formula, charge and spin = 0.00 kJ/mol

Last column: Mulliken charge in e.
Positions of all 78 atoms, in Å:
C 1.760 -8.171 -0.425  -0.734
C 1.024 -9.157 0.163  0.957
H 2.802 -8.354 -0.693  0.252
H 1.336 -7.220 -0.701  -0.293
C -0.343 -8.903 0.567  1.102
C -0.845 -7.632 0.542  -1.140
H -0.239 -6.776 0.290  0.070
H -1.879 -7.443 0.829  0.264
C 1.643 -10.514 0.437  -1.285
H 2.664 -10.545 0.036  0.360
H 1.081 -11.324 -0.041  0.323
H 1.698 -10.750 1.509  0.322
C -1.225 -10.066 0.975  -1.257
H -0.798 -10.628 1.813  0.319
H -1.389 -10.783 0.158  0.317
H -2.206 -9.695 1.296  0.357
Cu -0.151 0.272 -0.124  0.156
O 0.176 -1.701 -0.446  -0.913
C -0.397 -2.544 -1.196  0.953
O -1.992 -0.095 -0.889  -0.649
C -2.181 -0.954 -1.773  0.578
O -3.147 -0.815 -2.652  -0.318
N -1.495 -2.146 -1.959  0.494
C -3.202 -2.016 -3.503  -0.422
C -2.139 -2.951 -3.009  -0.630
H -3.034 -1.692 -4.539  0.302
H -4.210 -2.431 -3.394  0.292
H -1.437 -3.220 -3.797  0.404
H -2.571 -3.857 -2.587  0.423
C 0.072 -3.906 -1.334  -0.348
C 1.211 -4.315 -0.725  -0.640
H -0.487 -4.539 -2.045  0.300
H 1.757 -3.645 -0.070  0.252
H 1.639 -5.297 -0.914  0.300
C 2.120 5.104 4.242  -1.499
C 0.772 4.405 4.528  1.778
C 0.815 3.785 5.931  -2.020
C -0.351 5.464 4.471  -1.495
C 0.506 3.311 3.465  0.518
C 0.238 1.965 3.746  -0.381
C 0.065 1.059 2.694  -0.373
N 0.150 1.423 1.392  -0.756
C 0.375 2.747 1.102  0.199
C 0.535 3.711 2.118  0.438
C 0.388 3.035 -0.321  -0.457
C 0.415 4.312 -0.913  0.663
C 0.256 4.434 -2.297  0.421
C 0.181 3.262 -3.064  -0.473
C 0.199 2.026 -2.429  -0.603
N 0.256 1.907 -1.085  -0.853
C 0.092 5.817 -2.979  1.763
C 1.045 5.877 -4.180  -1.572
C -1.368 5.936 -3.466  -1.477
C 0.399 6.984 -2.019  -1.948
H 2.326 5.871 4.999  0.444
H 2.126 5.595 3.264  0.315
H 2.939 4.374 4.261  0.370
H 1.015 4.551 6.693  0.399
H -0.147 3.308 6.160  0.413
H 1.612 3.030 5.979  0.437
H -0.415 5.932 3.484  0.314
H -1.320 5.000 4.690  0.380
H -0.178 6.256 5.211  0.441
H 0.154 1.584 4.765  0.495
H -0.144 0.005 2.886  0.503
H 0.687 4.764 1.834  0.293
H 0.493 5.189 -0.265  0.411
H 0.080 3.293 -4.151  0.393
H 0.117 1.099 -2.999  0.468
H 0.806 5.093 -4.898  0.339
H 0.970 6.837 -4.698  0.450
H 2.074 5.731 -3.838  0.388
H -2.061 5.864 -2.617  0.372
H -1.533 6.895 -3.971  0.421
H -1.609 5.127 -4.166  0.360
H -0.308 7.005 -1.179  0.414
H 1.420 6.903 -1.624  0.440
H 0.311 7.941 -2.553  0.401